{"formula": "C2H10N2S2", "method": "the ωB97M-V functional and the def2-TZVPD basis", "homo_energy_ha": -0.272, "spin_multiplicity": 1, "homo_lumo_gap_ha": 0.2408, "charge": 0, "symbols": ["S", "S", "H", "H", "C", "C", "N", "N", "H", "H", "H", "H", "H", "H", "H", "H"], "positions_angstrom": [[-2.70, 2.16, 1.82], [-0.84, 0.40, 2.11], [-3.96, 1.73, 1.91], [-1.96, -0.30, 2.27], [1.17, 0.32, -0.63], [0.56, -1.08, -0.52], [-0.60, -1.01, 0.40], [2.27, 0.30, -1.60], [0.38, 1.03, -0.89], [1.58, 0.58, 0.35], [0.33, -1.47, -1.51], [1.34, -1.70, -0.09], [-0.95, -1.96, 0.52], [-1.31, -0.50, -0.11], [1.89, 0.35, -2.54], [2.81, 1.15, -1.49]]}

=====

{"formula": "C20H29N4OPReS6Sb", "method": "the ωB97M-V functional and the def2-TZVPD basis", "homo_energy_ha": [-0.354, -0.356], "spin_multiplicity": 4, "homo_lumo_gap_ha": [0.2457, 0.2291], "charge": 1, "symbols": ["Re", "C", "C", "N", "N", "C", "S", "N", "N", "H", "H", "H", "H", "H", "H", "S", "Sb", "S", "S", "S", "C", "P", "C", "C", "C", "C", "C", "C", "C", "C", "C", "C", "C", "C", "H", "H", "H", "H", "H", "H", "H", "H", "H", "H", "H", "H", "H", "C", "C", "S", "O", "C", "C", "H", "H", "H", "H", "H", "H", "H", "H", "H", "H"], "positions_angstrom": [[0.79, -0.32, 0.73], [-4.06, 2.26, -0.69], [-2.74, 2.75, -0.23], [-2.36, 3.98, -0.12], [-1.07, 3.92, 0.30], [-0.61, 2.68, 0.45], [0.90, 2.18, 0.98], [-1.69, 1.91, 0.12], [-1.67, 0.53, 0.12], [-4.78, 3.07, -0.64], [-4.41, 1.44, -0.06], [-3.99, 1.91, -1.72], [-0.55, 4.77, 0.43], [-2.33, 0.14, 0.78], [-1.86, 0.18, -0.82], [0.92, -5.32, 0.32], [3.34, -4.58, 0.03], [0.52, -3.82, 1.66], [1.92, -2.36, 1.14], [3.39, -4.30, -2.18], [2.85, -0.34, -2.22], [1.13, -0.32, -1.60], [0.30, -1.69, -2.46], [-0.70, -2.41, -1.80], [-1.37, -3.43, -2.44], [-1.05, -3.75, -3.75], [-0.08, -3.02, -4.43], [0.59, -1.99, -3.79], [0.40, 1.13, -2.44], [1.05, 2.36, -2.40], [0.49, 3.47, -3.02], [-0.73, 3.36, -3.67], [-1.39, 2.15, -3.70], [-0.84, 1.03, -3.08], [2.89, -0.05, -3.26], [3.22, -1.36, -2.10], [3.46, 0.34, -1.62], [-0.93, -2.17, -0.77], [-2.12, -4.00, -1.92], [-1.54, -4.58, -4.24], [0.17, -3.27, -5.45], [1.34, -1.43, -4.32], [2.00, 2.45, -1.89], [1.01, 4.42, -3.00], [-1.15, 4.22, -4.18], [-2.33, 2.05, -4.23], [-1.34, 0.07, -3.14], [0.73, 1.74, 6.02], [0.04, 0.69, 5.17], [1.10, 0.25, 3.76], [0.10, -0.39, 2.78], [2.03, -1.14, 4.48], [1.17, -2.30, 4.92], [0.08, 2.05, 6.84], [0.97, 2.63, 5.43], [1.65, 1.36, 6.45], [-0.87, 1.07, 4.71], [-0.20, -0.21, 5.72], [2.61, -0.70, 5.30], [2.71, -1.43, 3.68], [0.74, -2.15, 5.91], [1.76, -3.21, 4.96], [0.36, -2.48, 4.21]]}

=====

{"formula": "C20H25NOS2V", "method": "the ωB97M-V functional and the def2-TZVPD basis", "homo_energy_ha": [-0.244, -0.302], "spin_multiplicity": 4, "homo_lumo_gap_ha": [0.2494, 0.3048], "charge": 0, "symbols": ["V", "C", "C", "C", "C", "C", "C", "C", "C", "S", "C", "N", "C", "C", "C", "C", "C", "C", "C", "C", "H", "H", "H", "H", "H", "H", "H", "H", "H", "H", "H", "H", "H", "H", "H", "H", "C", "S", "C", "H", "H", "H", "H", "H", "H", "C", "O", "H", "H", "H"], "positions_angstrom": [[0.59, -1.11, -2.08], [-1.59, 4.07, 2.07], [-0.23, 3.63, 1.50], [-0.21, 3.97, 0.01], [0.89, 4.42, 2.19], [-0.03, 2.14, 1.75], [-0.02, 1.66, 3.07], [0.18, 0.33, 3.38], [0.36, -0.56, 2.33], [0.64, -2.28, 2.35], [0.70, -2.28, 0.61], [0.52, -1.11, 0.07], [0.34, -0.12, 1.01], [0.15, 1.24, 0.72], [0.91, -3.46, -0.22], [1.07, -4.73, 0.33], [1.24, -5.81, -0.51], [1.24, -5.61, -1.89], [1.09, -4.33, -2.41], [0.91, -3.20, -1.61], [-1.74, 5.13, 1.90], [-1.65, 3.89, 3.15], [-2.40, 3.52, 1.60], [-0.36, 5.05, -0.12], [-1.01, 3.46, -0.53], [0.74, 3.71, -0.46], [0.76, 5.49, 2.01], [1.87, 4.13, 1.79], [0.90, 4.26, 3.26], [-0.16, 2.36, 3.89], [0.19, 0.00, 4.41], [0.17, 1.54, -0.32], [1.07, -4.87, 1.41], [1.37, -6.81, -0.10], [1.38, -6.46, -2.55], [1.10, -4.23, -3.49], [-2.35, -2.75, -0.97], [-1.87, -1.54, -2.21], [-2.65, -0.08, -1.51], [-3.43, -2.86, -0.96], [-1.99, -2.46, 0.01], [-1.89, -3.70, -1.25], [-2.28, 0.11, -0.50], [-3.74, -0.20, -1.48], [-2.41, 0.77, -2.15], [2.35, 1.17, -3.51], [1.52, 0.19, -2.98], [3.28, 0.73, -3.90], [2.63, 1.91, -2.76], [1.86, 1.69, -4.34]]}

=====

{"formula": "C20H26N4O3", "method": "the ωB97M-V functional and the def2-TZVPD basis", "smiles": "CCCN(CCC)c1nc2ccccc2nc1[C@@H](C#N)C(=O)OCCOC", "homo_energy_ha": -0.286, "spin_multiplicity": 1, "homo_lumo_gap_ha": 0.2879, "charge": 0, "symbols": ["C", "C", "C", "N", "C", "C", "C", "C", "N", "C", "C", "C", "C", "C", "C", "N", "C", "C", "C", "N", "C", "O", "O", "C", "C", "O", "C", "H", "H", "H", "H", "H", "H", "H", "H", "H", "H", "H", "H", "H", "H", "H", "H", "H", "H", "H", "H", "H", "H", "H", "H", "H", "H"], "positions_angstrom": [[-0.12, -0.08, 2.93], [-1.22, -1.00, 2.66], [-1.12, -2.06, 1.53], [-1.23, -1.61, 0.07], [-2.47, -1.70, -0.25], [-3.81, -0.86, 0.11], [-4.84, -1.39, -0.66], [-0.15, -1.16, -0.32], [0.94, -1.58, 0.37], [2.18, -1.29, -0.54], [3.35, -1.72, 0.09], [4.61, -1.74, -0.53], [4.55, -1.00, -1.82], [3.36, -0.65, -2.54], [2.28, -0.96, -1.84], [1.17, -0.08, -2.17], [0.00, -0.28, -1.70], [-1.03, 0.79, -1.93], [-2.19, 0.30, -2.56], [-3.26, 0.21, -3.08], [-0.97, 1.90, -0.94], [-1.75, 1.65, 0.23], [-0.35, 2.84, -1.21], [-0.12, 3.81, 0.13], [1.43, 3.55, 0.47], [1.43, 2.16, 1.04], [2.79, 1.88, 1.00], [0.01, 0.57, 1.91], [0.75, -0.62, 2.98], [-0.14, 0.65, 3.59], [-2.09, -0.29, 2.42], [-1.70, -1.47, 3.65], [-1.82, -2.94, 1.67], [-0.17, -2.41, 1.57], [-2.33, -1.43, -1.55], [-2.57, -2.91, -0.42], [-3.62, 0.15, -0.06], [-3.72, -1.36, 1.04], [-5.25, -2.31, -0.59], [-4.88, -1.02, -1.82], [-5.85, -0.96, -0.39], [3.38, -2.14, 1.02], [5.53, -1.84, -0.03], [5.51, -1.25, -2.36], [3.45, -0.48, -3.47], [-0.38, 1.38, -2.83], [-0.10, 4.85, -0.43], [-0.72, 3.48, 0.67], [2.04, 3.54, -0.33], [1.75, 4.10, 1.28], [2.79, 0.70, 1.57], [3.49, 1.56, 0.39], [3.22, 2.50, 2.01]]}

=====

The records above yield relative energy (zero: lowest compared OMol25 entry of this formula, charge and spin) values of 68.9 3.5 0.0 477.4 kcal/mol, respectively.
The records above yield E values of -987.965120 -4122.568264 -2647.500839 -1221.798846 hartree, respectively.